Molecular formula: C4H4O3
Method: DFT, ωB97M-V/def2-TZVPD

The geometry in XYZ format:
```
11
Properties=species:S:1:pos:R:3:forces:R:3:mulliken_charge:R:1
C -1.3564 0.3923 -0.6763 -0.031 0.015 0.019 -0.9108
C -0.1271 -0.4622 -0.7301 -0.187 -0.488 -0.251 0.6734
O -0.0426 -1.6348 -0.8970 0.057 0.665 0.138 -0.4828
C 0.1731 -0.4633 1.9547 0.253 -0.526 1.422 0.1932
O 0.5699 -0.9156 2.9180 -0.420 0.439 -0.945 -0.1979
C 1.9638 0.0830 0.1880 0.005 0.126 -0.437 -0.1977
O 1.0531 0.3596 -0.7107 0.244 -0.017 0.202 -0.1987
H -2.1670 -0.1686 -0.2067 0.174 0.042 -0.121 0.3105
H -1.6487 0.6426 -1.7015 0.043 -0.015 0.111 0.3369
H -1.1639 1.3143 -0.1262 -0.027 -0.135 -0.087 0.3158
H 2.7459 0.8527 -0.0121 -0.111 -0.105 -0.051 0.1582
```
Positions in Å, forces in eV/Å.

Computed properties:
Net charge: 0
HOMO level (eV): -8.990
Orbital gap (eV): 9.102
Relative energy (zero: lowest compared OMol25 entry of this formula, charge and spin) (kcal/mol): 80.49

Molecular formula: C25H33DyO2Se
Method: DFT, ωB97M-V/def2-TZVPD

The geometry in XYZ format:
```
62
Properties=species:S:1:pos:R:3:forces:R:3:mulliken_charge:R:1
O -1.4301 1.7646 -0.7885 -1.736 0.953 -0.721 -0.0428
C -2.9273 1.8752 -0.9170 0.381 -0.348 0.277 -0.5794
C -2.8252 2.8730 -2.0541 0.330 -0.001 -0.067 -0.3947
H -3.3432 2.2828 0.0093 0.034 -0.291 -0.129 0.3098
H -3.3544 0.9021 -1.1896 0.101 0.192 0.319 0.2555
C -1.2990 2.7753 -1.8893 0.313 0.302 -0.258 1.5353
H -3.2563 3.8476 -1.8169 0.296 -0.453 -0.161 0.1013
H -3.2059 2.4944 -3.0122 0.143 0.194 0.260 0.3578
C -0.6459 4.0367 -1.3475 0.171 -0.062 -0.024 -1.7164
H -1.1447 4.3663 -0.4260 0.114 -0.074 -0.241 0.3819
H -0.7064 4.8457 -2.0916 -0.063 -0.273 0.170 0.4411
H 0.4152 3.8503 -1.1373 -0.292 0.138 0.023 0.3280
C -0.5565 2.1733 -3.0662 0.212 -0.010 0.056 -1.3431
H -1.0700 1.2709 -3.4224 0.192 0.261 0.032 0.3135
H 0.4687 1.9102 -2.7628 -0.410 0.026 -0.229 0.0473
H -0.4953 2.9034 -3.8877 -0.096 -0.184 0.246 0.4648
Dy -0.3544 0.0744 0.2562 0.283 -0.588 0.834 0.4537
C 0.7239 -1.9691 -0.9102 -0.701 -0.368 -0.398 -0.7229
C -0.3907 -2.4721 -0.1872 -0.048 -0.067 -0.801 -0.3665
C -1.5774 -1.9492 -0.7864 0.264 0.026 -0.628 -0.8967
H -0.3482 -3.1774 0.6413 -0.011 0.335 -0.203 0.6695
C -1.1875 -1.0927 -1.8652 0.188 -1.024 0.144 -0.4577
C 0.2412 -1.0927 -1.9327 -0.427 -0.618 0.020 -0.4349
H 0.8460 -0.5485 -2.6601 -0.210 -0.220 0.316 0.4616
H 1.7597 -2.2525 -0.7355 -0.374 0.212 0.008 0.5326
H -2.5983 -2.1882 -0.4881 0.367 0.180 -0.026 0.4327
H -1.8602 -0.5887 -2.5577 0.182 -0.100 0.295 0.6545
C 2.0364 -0.0699 1.2395 0.152 0.648 -0.190 -0.3365
C 2.2475 0.3140 -0.1185 0.171 0.695 0.489 -1.2821
C 1.6742 1.5985 -0.3188 0.358 -0.203 0.730 -0.3130
H 2.7880 -0.2493 -0.8784 -0.272 0.163 0.315 0.5506
C 1.1202 2.0309 0.9337 0.686 -0.203 0.306 -0.7883
C 1.3581 1.0011 1.8946 0.499 0.547 -0.308 -0.4557
H 1.0546 1.0171 2.9412 0.077 0.024 -0.480 0.4876
H 2.3686 -0.9958 1.7120 -0.231 0.292 -0.212 0.5055
H 1.7485 2.1847 -1.2334 -0.069 -0.250 0.347 0.8807
H 0.6440 2.9931 1.1229 0.117 -0.376 -0.018 0.4807
O -5.0087 4.7076 -1.6327 -1.542 1.053 -0.450 -0.3659
C -4.8563 5.6275 -2.7468 0.453 -0.087 -0.093 -0.3910
C -6.0826 6.5651 -2.8221 0.244 -0.155 0.569 -0.5296
H -4.7287 5.0456 -3.6817 -0.064 0.155 0.523 0.2758
H -3.9292 6.2075 -2.5724 -0.365 -0.248 -0.175 0.2432
C -7.1035 5.9458 -1.8362 0.380 -0.450 -0.402 -0.5009
H -6.4681 6.6394 -3.8420 0.041 0.032 0.202 0.3016
H -5.7846 7.5634 -2.4798 -0.152 -0.164 -0.160 0.2571
C -6.2314 5.0515 -0.9303 0.153 0.279 0.393 -0.5590
H -7.8391 5.3453 -2.3854 0.146 0.093 0.155 0.2718
H -7.6410 6.7056 -1.2622 0.092 -0.169 -0.080 0.3039
H -6.7353 4.1189 -0.6363 0.216 0.287 -0.102 0.2928
H -5.9658 5.6170 -0.0146 -0.040 -0.336 -0.316 0.2831
Se -1.5455 -0.7231 2.7549 -0.776 0.783 -0.252 -0.1877
C -0.4601 -2.1116 3.3943 0.869 -1.209 0.555 0.3143
C 0.7394 -1.8449 4.0966 -0.458 -0.157 -0.474 -0.4738
C 1.5715 -2.8806 4.5110 -0.153 -0.455 -0.071 -0.4532
C 1.2123 -4.2168 4.2689 -0.234 0.277 -0.042 -0.4706
C -0.0125 -4.5011 3.6418 0.409 0.107 0.255 -0.2876
C -0.8409 -3.4663 3.2208 0.269 0.650 -0.037 -0.6442
H 1.0146 -0.8084 4.2852 -0.034 -0.239 -0.018 0.3273
H 2.5059 -2.6473 5.0287 -0.296 -0.104 -0.166 0.3771
H 1.8722 -5.0272 4.5816 -0.201 0.221 -0.069 0.3637
H -0.3213 -5.5379 3.4851 0.129 0.322 0.042 0.3473
H -1.7878 -3.6807 2.7244 0.225 0.039 0.120 0.3892
```
Positions in Å, forces in eV/Å.

Computed properties:
Net charge: 0
HOMO level (alpha / beta) (eV): -6.915 / -6.959
<S²>: 9.345
Multiplicity: 6
Orbital gap (alpha / beta) (eV): 7.198 / 7.243

Molecular formula: C6H10
Method: DFT, ωB97M-V/def2-TZVPD

The geometry in XYZ format:
```
16
Properties=species:S:1:pos:R:3:forces:R:3:mulliken_charge:R:1
C -2.3143 -0.2443 0.3068 -0.044 0.018 0.042 -1.2105
C -0.9444 -0.2299 -0.3668 -0.004 -0.040 -0.012 -0.3303
C -0.0175 0.8470 0.2378 -0.076 0.049 0.169 -0.5668
C 1.3461 0.8184 -0.3633 -0.251 0.157 0.050 -0.4349
C 2.2334 -0.2177 -0.2089 -0.057 -0.449 -0.125 0.0498
C 2.6090 -1.3711 0.3896 -0.204 0.437 -0.081 -0.4333
H -2.2171 -0.4522 1.3791 -0.030 0.027 -0.160 0.3189
H -2.9652 -1.0116 -0.1271 0.124 0.128 0.068 0.3437
H -2.8187 0.7237 0.1995 0.074 -0.147 0.015 0.3123
H -0.4621 -1.2109 -0.2634 -0.048 0.192 0.011 0.3484
H -1.0616 -0.0545 -1.4451 0.066 0.025 0.179 0.3157
H -0.4666 1.8344 0.0809 0.033 -0.108 0.117 0.3196
H 0.0707 0.6647 1.3162 -0.084 0.015 -0.019 0.3151
H 2.3344 -0.2830 -1.3221 0.866 -0.281 -0.175 0.1818
H 1.5590 1.5104 -1.1788 -0.174 -0.159 0.082 0.2905
H 3.1149 -1.3235 1.3654 -0.189 0.135 -0.162 0.1801
```
Positions in Å, forces in eV/Å.

Computed properties:
Net charge: 0
HOMO level (alpha / beta) (eV): -8.086 / -7.751
Orbital gap (alpha / beta) (eV): 7.710 / 7.536
Relative energy (zero: lowest compared OMol25 entry of this formula, charge and spin) (kcal/mol): 112.45

Molecular formula: C4H33NO13
Method: DFT, ωB97M-V/def2-TZVPD

The geometry in XYZ format:
```
51
Properties=species:S:1:pos:R:3:forces:R:3:mulliken_charge:R:1
N 0.2573 0.7641 -1.9303 -0.750 0.894 -0.714 -0.1152
C -0.6510 0.6244 -0.9882 -1.696 1.736 1.427 -0.2244
C -1.9360 1.5350 -0.9615 1.836 -1.947 -0.502 0.9528
C -2.2149 2.1413 0.3847 -0.865 -1.894 0.643 -1.4422
C -1.8986 2.6583 -1.9239 -0.061 1.013 0.228 -1.9659
O -0.5430 -0.1494 -0.0460 0.843 -0.806 0.698 0.0353
H -0.0314 1.1992 -2.8089 0.808 -0.308 0.536 0.1830
H 1.1301 0.2938 -1.8235 0.467 -0.356 -0.482 0.1611
H -2.6668 0.6962 -1.1409 -0.023 1.296 -0.171 0.2358
H -1.5186 2.5499 1.0585 2.079 0.111 0.225 0.4581
H -2.9080 2.9162 0.3529 -1.516 1.424 -0.816 0.4537
H -2.7352 1.3914 0.9276 -0.305 -0.558 0.727 0.1505
H -1.5296 2.5030 -2.8905 0.582 -0.671 -1.598 0.6320
H -1.3012 3.4907 -1.5143 -0.346 -0.225 -0.037 0.3009
H -2.9090 2.9656 -2.0518 -0.802 0.770 -0.143 0.4540
H 0.5352 -1.5704 -0.0315 -2.398 2.050 -0.043 0.3152
H 1.8076 -1.7821 -0.6826 2.385 1.120 -2.204 0.3027
O 1.2885 -2.0959 0.0048 -0.096 -3.311 2.511 -0.7854
H -3.2551 -0.0726 2.3518 0.833 2.631 2.076 0.4119
H -2.4913 1.3065 2.8838 1.289 0.736 -0.784 0.3079
O -3.1720 0.7040 3.0829 -2.065 -3.428 -0.829 -0.7132
H 3.2543 1.4921 -0.2715 -0.028 -2.747 1.491 0.3422
H 2.8420 0.1736 0.7418 1.020 1.386 -1.097 0.4133
O 3.4851 0.5233 0.0427 -1.085 1.615 0.110 -0.7400
H 0.5179 -1.2335 -3.5891 -0.381 -0.482 0.310 0.3675
H 1.6823 -1.0573 -4.4826 0.952 -0.403 -0.583 0.2829
O 0.9821 -0.5655 -4.0890 -0.413 0.806 -0.148 -0.6199
H -0.9319 -2.7851 -0.2462 -1.176 -0.386 -0.454 0.3390
H -1.6387 -2.6424 -1.5712 -0.244 -0.087 0.650 0.3393
O -1.8420 -2.8623 -0.6379 1.345 -0.070 -0.186 -0.7384
H 3.5043 -0.8000 -0.9517 0.718 1.700 1.204 0.3992
H 3.6657 -2.2681 -1.3175 0.933 -1.340 0.422 0.2785
O 3.2531 -1.4696 -1.5661 -1.261 -0.474 -2.311 -0.6862
H 0.9750 -0.6957 1.7414 0.627 0.975 -0.502 0.3657
H 1.5010 -0.8194 3.0144 0.796 0.513 0.088 0.3732
O 1.6798 -0.2262 2.2516 -1.062 -1.660 0.223 -0.7632
H 1.5842 2.8075 1.0584 -0.548 -0.130 0.782 0.3783
H 1.0560 2.9139 -0.3559 -5.288 -0.209 -3.201 0.2670
O 1.7794 2.9373 0.1310 5.938 0.324 2.322 -0.6484
H 0.8170 -2.8541 -1.9112 1.429 0.235 1.571 0.3330
H -0.0080 -3.7938 -2.7435 0.129 2.724 0.228 0.3326
O 0.1268 -2.7907 -2.5367 -1.551 -3.137 -2.076 -0.6625
H -2.5719 -1.9845 0.6118 -0.617 1.156 1.085 0.4350
H -1.6244 -1.0340 1.2422 -0.973 0.559 0.163 0.2448
O -2.5711 -1.2843 1.3513 1.042 -1.489 -0.983 -0.6708
H 1.1550 1.1822 2.6769 -0.305 2.657 -0.051 0.4679
H 0.9529 2.5895 3.5331 0.082 0.250 1.007 0.2374
O 0.9617 2.2326 2.6626 0.149 -2.487 -1.026 -0.7123
H -0.1655 -0.5692 4.3421 -0.629 1.066 1.021 0.3051
H -1.2537 -1.3570 3.4779 0.529 0.530 0.504 0.3024
O -0.3084 -1.2350 3.7009 -0.326 -1.673 -1.311 -0.6713
```
Positions in Å, forces in eV/Å.

Computed properties:
Net charge: 0
HOMO level (eV): -10.248
Orbital gap (eV): 10.294
Relative energy (zero: lowest compared OMol25 entry of this formula, charge and spin) (kcal/mol): 24.76

- Which value of net charge does entry 4 give?
  0